C49H76FN8O6RbS4SbSi3 | ωB97M-V with the def2-TZVPD basis set

XYZ file:
```
149
Properties=species:S:1:pos:R:3:forces:R:3
Rb 0.425 1.708 2.486 0.672 0.589 -1.033
N -2.022 3.362 3.038 0.024 -0.059 0.056
C -3.410 3.563 2.651 0.013 -0.016 -0.056
C -3.528 3.936 1.177 0.043 0.016 0.011
N -3.237 2.852 0.252 0.021 -0.113 -0.037
C -4.277 1.815 0.258 -0.021 0.063 0.021
C -3.850 0.534 0.961 0.100 0.092 0.001
N -2.768 -0.095 0.202 -0.244 -0.084 0.125
C -2.883 3.361 -1.069 -0.010 0.003 0.054
C -1.429 3.811 -1.135 -0.061 -0.109 0.025
N -0.552 2.649 -1.070 0.077 0.070 0.001
H -1.953 2.722 3.826 -0.058 0.012 0.042
H -1.576 4.236 3.290 -0.038 0.019 0.015
H -3.910 4.350 3.233 -0.006 0.004 -0.001
H -3.953 2.639 2.850 0.001 0.018 0.003
H -2.821 4.748 0.986 -0.016 0.010 0.010
H -4.540 4.338 0.981 -0.007 0.011 0.020
H -4.533 1.559 -0.774 0.002 -0.005 -0.035
H -5.194 2.204 0.726 0.029 -0.008 -0.001
H -4.708 -0.148 0.989 -0.005 0.010 -0.020
H -3.565 0.744 1.998 0.000 -0.001 -0.004
H -2.306 -0.781 0.789 0.056 -0.002 0.005
H -2.055 0.607 0.041 0.057 0.046 -0.124
H -3.545 4.192 -1.374 -0.003 -0.013 0.008
H -3.007 2.555 -1.795 0.013 -0.018 -0.004
H -1.229 4.541 -0.340 -0.030 0.004 -0.018
H -1.264 4.315 -2.094 -0.035 -0.022 -0.008
H -0.667 2.212 -0.160 -0.064 0.033 -0.090
H 0.424 2.927 -1.117 -0.040 0.008 0.026
F 1.048 -5.267 0.350 -0.033 0.170 -0.011
C 0.913 -4.729 1.589 0.012 0.015 0.008
C 0.500 -3.434 1.695 -0.010 -0.009 -0.045
C 0.323 -2.843 2.945 0.022 0.030 0.027
C -0.212 -1.475 2.995 -0.051 -0.084 0.010
O -0.431 -0.842 1.961 -0.089 -0.190 -0.055
C -0.439 -0.960 4.322 -0.056 -0.025 0.078
C -0.036 -1.685 5.383 0.060 0.028 -0.024
N 0.512 -2.945 5.339 0.050 0.011 -0.001
C 1.064 -3.415 6.597 -0.082 -0.053 -0.042
C 0.883 -4.785 7.176 -0.004 0.001 0.046
C 2.257 -4.298 6.762 0.050 0.015 -0.021
C 0.632 -3.571 4.104 -0.056 -0.061 0.040
C 1.034 -4.905 3.959 0.016 -0.022 -0.018
C 1.165 -5.518 2.720 0.011 0.069 0.063
N 1.540 -6.877 2.695 -0.065 -0.072 -0.074
C 2.125 -7.478 1.503 0.030 -0.024 0.033
C 1.108 -8.086 0.546 -0.081 -0.046 -0.075
N 0.196 -9.007 1.280 0.062 0.010 0.042
C -0.432 -8.338 2.450 -0.021 0.001 -0.035
C 0.657 -7.819 3.375 0.103 -0.019 -0.018
C -1.077 0.419 4.525 -0.144 -0.150 0.349
O -2.276 0.518 4.219 0.008 0.001 -0.040
O -0.300 1.320 4.930 -0.276 -0.180 0.602
H 0.285 -2.846 0.811 0.006 0.000 -0.013
H -0.126 -1.270 6.378 0.008 0.019 -0.008
H 1.011 -2.613 7.316 -0.025 -0.001 0.014
H 0.400 -5.545 6.580 0.016 0.012 -0.013
H 0.657 -4.845 8.232 -0.002 -0.004 -0.003
H 2.722 -4.728 5.889 -0.009 -0.011 0.003
H 2.957 -4.021 7.538 -0.011 0.005 0.008
H 1.263 -5.515 4.815 0.010 0.001 -0.008
H 2.799 -8.271 1.843 -0.002 0.015 0.000
H 2.724 -6.743 0.973 0.023 0.003 0.006
H 1.599 -8.678 -0.230 0.015 0.009 0.004
H 0.488 -7.323 0.080 0.051 -0.113 0.018
H 0.734 -9.863 1.609 -0.110 0.002 -0.076
H -0.544 -9.413 0.625 0.065 0.028 0.063
H -1.080 -9.075 2.931 0.031 -0.017 0.019
H -1.040 -7.516 2.071 -0.048 -0.028 0.028
H 1.258 -8.661 3.730 -0.024 0.011 0.031
H 0.199 -7.349 4.243 -0.015 0.041 -0.009
O 7.873 0.209 -0.510 -0.118 -0.023 0.068
C 6.770 0.364 -0.045 0.109 0.048 -0.085
S 6.462 1.108 1.528 -0.016 0.049 -0.088
C 4.697 1.065 1.497 -0.020 -0.174 -0.094
C 4.129 0.446 0.357 0.029 -0.069 0.262
S 2.515 0.123 0.085 -0.153 0.112 -0.077
S 5.277 -0.109 -0.858 0.074 0.023 -0.020
S 3.904 1.743 2.802 -0.041 0.012 0.052
C 3.018 7.664 -3.139 0.083 -0.014 -0.022
O 2.952 6.257 -3.356 -0.212 0.032 0.037
C 3.440 5.514 -2.295 0.141 -0.076 -0.064
C 4.755 5.094 -2.291 -0.013 0.019 0.024
C 5.229 4.340 -1.225 0.006 -0.006 -0.013
C 4.376 3.997 -0.190 0.076 0.007 -0.098
C 3.042 4.384 -0.209 0.165 -0.008 0.040
C 2.574 5.163 -1.252 -0.012 -0.047 -0.008
N 1.235 5.646 -1.407 0.106 0.211 -0.049
C 0.519 6.470 -0.631 -0.049 -0.160 -0.045
C 0.443 6.622 0.738 0.014 0.103 0.086
C -0.088 7.876 1.209 0.022 -0.066 0.007
C -0.146 8.171 2.525 0.000 -0.034 0.045
C 0.289 7.192 3.482 -0.026 0.075 -0.017
C 0.692 5.959 3.109 0.073 -0.052 -0.075
C 0.695 5.553 1.711 -0.293 0.160 -0.023
O 0.766 4.369 1.371 -0.192 -0.068 0.293
H 3.994 8.049 -3.446 0.012 0.007 0.038
H 2.859 7.909 -2.086 -0.033 0.002 0.006
H 2.242 8.131 -3.744 0.017 -0.015 -0.028
H 5.392 5.367 -3.123 -0.006 -0.001 -0.007
H 6.261 4.014 -1.211 0.007 -0.009 0.004
H 4.734 3.408 0.642 -0.012 0.020 -0.003
H 2.374 4.074 0.579 0.209 -0.007 -0.158
H 1.043 5.777 -2.391 0.011 0.010 -0.018
H -0.112 7.138 -1.216 0.015 -0.015 0.007
H -0.408 8.605 0.472 0.023 -0.001 -0.003
H -0.516 9.130 2.862 0.000 -0.005 0.014
H 0.266 7.446 4.535 -0.008 0.003 -0.002
H 0.979 5.208 3.835 0.002 -0.002 -0.002
C -1.946 -0.408 -6.691 0.030 -0.049 0.004
Si -2.000 0.529 -5.062 -0.016 0.143 0.086
C -0.962 2.087 -5.260 0.003 0.017 0.004
C -3.785 1.072 -4.808 -0.025 0.002 0.006
Sb -1.188 -0.601 -2.924 0.185 -0.094 -0.183
Si 0.890 -1.708 -3.957 0.000 0.042 0.110
C 0.707 -2.560 -5.628 -0.050 0.003 -0.039
C 1.503 -2.964 -2.706 0.024 -0.010 0.051
C 2.194 -0.369 -4.122 0.008 0.033 -0.003
Si -2.801 -2.574 -2.959 -0.130 -0.040 0.138
C -4.456 -1.916 -2.363 -0.016 0.014 0.004
C -2.224 -3.841 -1.692 0.044 0.009 0.000
C -3.118 -3.503 -4.568 0.051 0.042 -0.062
H -2.511 0.156 -7.440 0.013 -0.011 -0.014
H -2.384 -1.404 -6.611 -0.013 0.004 0.003
H -0.924 -0.524 -7.054 -0.010 0.011 -0.001
H -1.351 2.717 -6.066 0.006 -0.004 0.002
H 0.078 1.847 -5.489 -0.010 0.002 -0.002
H -0.969 2.664 -4.331 -0.003 -0.011 0.003
H -4.088 1.743 -5.618 -0.008 -0.002 0.009
H -3.910 1.600 -3.860 0.001 -0.001 -0.004
H -4.468 0.220 -4.806 0.003 -0.003 -0.014
H -0.244 -3.082 -5.736 0.025 -0.016 0.004
H 1.514 -3.289 -5.750 0.007 0.011 -0.006
H 0.785 -1.837 -6.443 -0.004 -0.014 0.007
H 0.759 -3.733 -2.490 0.003 -0.016 -0.008
H 1.752 -2.457 -1.770 -0.005 -0.002 0.008
H 2.410 -3.458 -3.070 -0.004 0.002 -0.004
H 1.830 0.489 -4.692 0.013 -0.030 -0.018
H 3.087 -0.756 -4.624 -0.005 0.000 0.018
H 2.486 -0.013 -3.131 -0.007 0.008 0.019
H -4.341 -1.521 -1.352 0.022 0.004 -0.001
H -5.206 -2.714 -2.360 0.004 0.007 0.014
H -4.827 -1.103 -2.991 -0.006 -0.018 -0.019
H -1.899 -3.349 -0.773 -0.023 0.003 0.007
H -1.395 -4.449 -2.062 -0.006 0.007 0.000
H -3.054 -4.510 -1.446 0.026 -0.016 0.005
H -3.676 -2.890 -5.279 -0.002 0.001 0.004
H -3.721 -4.387 -4.339 -0.013 0.005 -0.029
H -2.202 -3.837 -5.057 -0.006 -0.015 0.026
```
Positions in Å, forces in eV/Å.

- Charge: -1
- Energy: -153138.3298 eV
- ΔE to the lowest compared entry with this formula, charge and spin: 170.4 kJ/mol
- Lowest unoccupied orbital energy (alpha / beta): 1.1 / 1.1 eV

Results of the Löwdin charge analysis, in e, for atoms 1 through 99: 0.821 -0.011 -0.250 -0.203 -0.152 -0.185 -0.247 0.014 -0.195 -0.275 0.039 0.027 0.058 0.108 0.101 0.109 0.117 0.110 0.115 0.107 0.087 0.047 0.016 0.120 0.095 0.076 0.101 0.022 0.054 0.042 -0.179 0.088 -0.042 -0.336 -0.095 -0.049 0.031 0.018 -0.235 -0.085 -0.083 -0.102 0.049 -0.149 -0.084 -0.157 -0.199 -0.052 -0.195 -0.161 -0.773 -0.001 -0.184 0.133 0.143 0.138 0.087 0.098 0.093 0.101 0.085 0.115 0.130 0.092 0.105 0.036 0.040 0.088 0.124 0.112 0.115 -0.083 -1.048 0.924 -1.245 -1.212 0.556 0.928 0.521 -0.068 -0.122 -0.249 -0.003 -0.055 -0.050 0.024 -0.135 0.127 -0.035 -0.127 -0.060 -0.101 -0.070 -0.004 -0.370 -0.108 0.090 0.093 0.088